#i
C48H44BiN7O5 | wB97M-V/def2-TZVPD

Last column: Löwdin charge in e.
Cartesian coordinates (Å):
Bi (0.52616, -0.07237, 0.17569)  1.961
C (0.97263, 3.98809, 2.37254)  -0.010
C (0.90801, 2.94564, 1.29923)  -0.286
N (1.42670, 1.78345, 1.46100)  -0.076
N (2.00861, 1.52591, 2.68702)  0.053
C (3.22250, 1.00023, 2.56351)  -0.492
O (3.86104, 0.80073, 1.50693)  -0.040
C (3.89374, 0.69351, 3.87515)  -0.146
C (3.39337, 1.14789, 5.09128)  -0.048
C (4.02228, 0.80703, 6.27926)  -0.095
C (5.16109, 0.01245, 6.26087)  -0.102
C (5.67377, -0.42733, 5.04835)  -0.084
C (5.04601, -0.08248, 3.86157)  -0.029
C (0.25441, 3.26512, 0.00786)  -0.262
C (-0.81281, 4.15646, -0.05899)  -0.014
C (-1.35893, 4.45434, -1.29383)  -0.043
C (-0.82315, 3.86313, -2.42521)  -0.059
C (0.21562, 2.96324, -2.25877)  -0.139
N (0.74719, 2.66527, -1.07981)  0.070
H (0.27545, 3.71696, 3.16792)  0.079
H (1.97087, 4.00266, 2.80658)  0.084
H (0.72084, 4.97504, 1.99509)  0.077
H (2.51684, 1.78063, 5.08770)  0.096
H (3.63224, 1.17167, 7.22170)  0.095
H (5.65240, -0.25306, 7.18809)  0.096
H (6.56522, -1.04088, 5.02867)  0.099
H (5.42166, -0.41734, 2.90475)  0.114
H (-1.23780, 4.56429, 0.84502)  0.114
H (-2.19850, 5.13226, -1.37128)  0.112
H (-1.21202, 4.07486, -3.41066)  0.104
H (0.63966, 2.44893, -3.11437)  0.104
C (-0.35798, -0.27462, -4.17991)  -0.072
O (-1.02830, -0.04980, -2.95599)  -0.125
C (-2.12189, 0.76460, -2.94778)  -0.245
C (-2.53846, 1.53725, -4.02493)  -0.041
C (-3.64313, 2.37166, -3.89280)  -0.098
C (-4.33187, 2.44492, -2.69352)  -0.095
C (-3.94118, 1.64305, -1.63143)  -0.021
C (-2.85951, 0.78572, -1.75485)  -0.180
N (-2.43993, -0.12292, -0.74872)  0.048
N (-3.38273, -0.54460, -0.03901)  0.089
C (-3.13883, -1.53911, 0.89481)  -0.162
C (-1.95195, -2.33836, 0.97775)  -0.377
O (-0.83972, -2.11223, 0.40581)  -0.202
C (-2.03440, -3.52257, 1.82065)  -0.001
C (-3.10688, -3.79863, 2.59299)  -0.045
C (-4.25036, -2.93584, 2.60969)  -0.216
C (-5.33848, -3.16816, 3.47690)  -0.054
C (-6.41879, -2.32476, 3.49657)  -0.100
C (-6.43994, -1.21791, 2.62917)  -0.088
C (-5.39739, -0.97235, 1.77420)  -0.033
C (-4.26613, -1.82306, 1.73735)  -0.141
H (-1.03338, -0.69884, -4.92781)  0.101
H (0.08331, 0.64487, -4.57606)  0.083
H (0.43569, -0.98466, -3.95981)  0.082
H (-2.00430, 1.50606, -4.96275)  0.105
H (-3.95272, 2.97411, -4.73707)  0.103
H (-5.17885, 3.10918, -2.58811)  0.100
H (-4.47092, 1.66110, -0.68846)  0.104
H (-1.15885, -4.15942, 1.81783)  0.118
H (-3.11554, -4.68083, 3.22375)  0.112
H (-5.30538, -4.03353, 4.12857)  0.108
H (-7.25026, -2.51007, 4.16322)  0.097
H (-7.29200, -0.55013, 2.63593)  0.100
H (-5.41855, -0.12161, 1.10710)  0.096
N (2.82376, 0.16891, -0.84450)  -0.011
C (3.01232, -1.03572, -1.54988)  -0.278
C (3.17336, -1.01741, -2.93196)  -0.049
C (3.25607, -2.19776, -3.65100)  -0.099
C (3.17376, -3.41377, -2.99023)  -0.088
C (3.00860, -3.43134, -1.61471)  -0.030
C (2.92364, -2.25830, -0.86778)  -0.137
C (2.74334, -2.33772, 0.61018)  -0.202
C (3.51352, -3.26403, 1.31547)  -0.035
C (3.35389, -3.44015, 2.67969)  -0.079
C (2.41102, -2.68432, 3.35815)  -0.083
C (1.64958, -1.75662, 2.66346)  -0.129
C (1.80865, -1.55856, 1.29827)  -0.257
H (2.92526, 0.99986, -1.41302)  0.092
H (3.32480, 0.29011, 0.05769)  0.039
H (3.24363, -0.06275, -3.44015)  0.111
H (3.38847, -2.16516, -4.72443)  0.102
H (3.22884, -4.34211, -3.54152)  0.100
H (2.91676, -4.37769, -1.09731)  0.115
H (4.26149, -3.83919, 0.78307)  0.113
H (3.97345, -4.15164, 3.21057)  0.102
H (2.28990, -2.79540, 4.42922)  0.101
H (0.94839, -1.13477, 3.20564)  0.064
O (-1.70412, 2.16325, 2.07957)  0.073
C (-1.48883, 1.05910, 2.54659)  -0.585
O (-0.72371, 0.13107, 2.11085)  -0.231
C (-2.19292, 0.65545, 3.86005)  -0.130
N (-2.06014, -0.83639, 3.99927)  0.101
C (-1.48157, -1.14563, 5.33337)  -0.100
C (-0.60278, 0.06575, 5.59397)  -0.141
C (-1.46342, 1.22550, 5.08879)  -0.095
H (-3.24449, 0.92773, 3.81184)  0.161
H (-1.38210, -1.06166, 3.23604)  0.131
H (-2.92984, -1.33751, 3.78422)  0.147
H (-0.95654, -2.09797, 5.28699)  0.132
H (-2.30077, -1.21325, 6.05076)  0.135
H (0.32000, -0.00208, 5.01513)  0.102
H (-0.33802, 0.15988, 6.64519)  0.122
H (-0.86782, 2.09221, 4.81273)  0.116
H (-2.18292, 1.53242, 5.84946)  0.121

## Properties
LUMO energy = 0.0018 hartree
Frontier orbital gap = 7.19 eV
HOMO = -7.140 eV


#ii
C48H44BiN7O5 | wB97M-V/def2-TZVPD

Last column: Löwdin charge in e.
Cartesian coordinates (Å):
Bi (-0.02711, -0.37713, 1.02136)  1.942
C (-2.06688, -3.91983, 3.30406)  -0.017
C (-1.12861, -3.02333, 2.56169)  -0.245
N (-1.28885, -1.75348, 2.48362)  -0.067
N (-2.36407, -1.18486, 3.10369)  0.085
C (-2.44898, 0.10176, 2.80668)  -0.465
O (-1.63811, 0.77054, 2.08989)  -0.220
C (-3.58853, 0.85895, 3.39947)  -0.131
C (-3.59206, 2.24615, 3.29151)  -0.013
C (-4.63989, 2.98436, 3.82164)  -0.076
C (-5.69298, 2.33686, 4.45366)  -0.090
C (-5.69500, 0.95057, 4.55744)  -0.082
C (-4.64596, 0.21140, 4.03285)  -0.026
C (0.04355, -3.60507, 1.85559)  -0.215
C (0.18905, -4.97653, 1.70241)  -0.004
C (1.29203, -5.46269, 1.01924)  -0.044
C (2.22008, -4.57405, 0.50697)  -0.038
C (2.00190, -3.22119, 0.69636)  -0.120
N (0.95056, -2.75195, 1.36641)  0.011
H (-2.81651, -3.32285, 3.80892)  0.064
H (-2.56644, -4.60255, 2.61274)  0.092
H (-1.52323, -4.52024, 4.03636)  0.091
H (-2.76776, 2.72769, 2.77973)  0.105
H (-4.63972, 4.06374, 3.73645)  0.101
H (-6.51575, 2.91071, 4.86173)  0.100
H (-6.52059, 0.44579, 5.04494)  0.101
H (-4.63264, -0.86857, 4.10208)  0.106
H (-0.55558, -5.65111, 2.10256)  0.108
H (1.41807, -6.52896, 0.88174)  0.112
H (3.09201, -4.91383, -0.03447)  0.110
H (2.69188, -2.48087, 0.30514)  0.101
C (0.06042, 3.50261, 2.79486)  -0.065
O (-0.02827, 2.84814, 1.53833)  -0.159
C (0.18502, 3.57826, 0.40959)  -0.259
C (0.72207, 4.86158, 0.42041)  -0.025
C (0.98126, 5.52579, -0.77150)  -0.091
C (0.70767, 4.89567, -1.97634)  -0.097
C (0.15340, 3.62281, -1.97580)  -0.033
C (-0.13717, 2.94399, -0.79532)  -0.184
N (-0.71335, 1.62114, -0.74201)  -0.006
N (-1.28677, 1.34747, -1.83585)  0.051
C (-2.00697, 0.23698, -2.13116)  -0.158
C (-2.54421, -0.73959, -1.21104)  -0.349
O (-2.27602, -0.84630, 0.01445)  -0.159
C (-3.54686, -1.65905, -1.73609)  0.006
C (-3.91193, -1.68240, -3.02442)  -0.020
C (-3.34497, -0.77368, -3.98641)  -0.184
C (-3.70814, -0.84946, -5.33976)  -0.043
C (-3.16789, 0.00561, -6.27047)  -0.096
C (-2.24132, 0.96491, -5.84215)  -0.095
C (-1.87410, 1.04657, -4.51621)  -0.059
C (-2.41654, 0.18314, -3.54375)  -0.111
H (-0.59901, 4.37296, 2.82581)  0.102
H (1.08419, 3.81588, 3.01537)  0.101
H (-0.25452, 2.77421, 3.53399)  0.072
H (0.94284, 5.34863, 1.35958)  0.103
H (1.40114, 6.52391, -0.74859)  0.102
H (0.91111, 5.39317, -2.91670)  0.099
H (-0.07926, 3.13177, -2.90935)  0.083
H (-3.96266, -2.34938, -1.01249)  0.114
H (-4.64840, -2.40136, -3.36977)  0.114
H (-4.42581, -1.60567, -5.64264)  0.110
H (-3.45490, -0.05726, -7.31274)  0.096
H (-1.80838, 1.65250, -6.56043)  0.099
H (-1.15220, 1.78851, -4.20552)  0.080
N (2.51138, 1.56870, 0.39843)  0.128
C (3.47454, 0.59438, 0.60072)  -0.274
C (4.42235, 0.31255, -0.38718)  -0.049
C (5.33722, -0.71298, -0.22558)  -0.098
C (5.33247, -1.48243, 0.93209)  -0.106
C (4.41718, -1.17745, 1.93003)  -0.062
C (3.48864, -0.14758, 1.79278)  -0.171
C (2.62425, 0.22790, 2.95635)  -0.229
C (3.30578, 0.59405, 4.12516)  -0.043
C (2.62297, 0.91135, 5.28659)  -0.086
C (1.23797, 0.84096, 5.29392)  -0.089
C (0.55970, 0.48744, 4.13553)  -0.145
C (1.21917, 0.20339, 2.93147)  -0.247
H (2.01659, 1.91792, 1.20628)  0.060
H (2.65931, 2.24455, -0.33205)  0.102
H (4.44062, 0.92759, -1.27959)  0.102
H (6.06433, -0.90898, -1.00519)  0.102
H (6.03683, -2.29507, 1.06067)  0.098
H (4.41464, -1.74691, 2.85377)  0.122
H (4.39003, 0.61115, 4.11251)  0.114
H (3.16797, 1.19944, 6.17783)  0.100
H (0.68229, 1.06604, 6.19716)  0.103
H (-0.51912, 0.43070, 4.18702)  0.078
O (-0.36957, -2.26024, -3.75780)  0.128
C (0.41440, -1.64443, -2.88465)  -0.500
O (0.43711, -1.97024, -1.72017)  0.037
C (1.24838, -0.50839, -3.47635)  -0.225
N (1.00423, -0.41876, -4.92617)  -0.016
C (2.23578, -0.79317, -5.65709)  -0.180
C (3.05405, -1.56307, -4.62495)  -0.158
C (2.74230, -0.80942, -3.33145)  -0.127
H (0.94322, 0.39800, -2.94849)  0.143
H (0.64930, 0.48416, -5.20019)  0.102
H (-0.23765, -1.76195, -4.60005)  0.105
H (2.78683, 0.09211, -5.98748)  0.114
H (1.99572, -1.38862, -6.53676)  0.111
H (4.11522, -1.56954, -4.86990)  0.111
H (2.71050, -2.59844, -4.55665)  0.118
H (3.30806, 0.12136, -3.29804)  0.110
H (2.95166, -1.36757, -2.42092)  0.107

## Properties
LUMO energy = -0.0097 hartree
Frontier orbital gap = 6.55 eV
HOMO = -6.816 eV


Ranked by calculated energy, most stable first: #ii, #i.


#i
C5H9N3O | wB97M-V/def2-TZVPD

Last column: natural (NBO) charge in e.
Cartesian coordinates (Å):
C (1.04740, 0.57987, 0.71540)  -0.114
C (-0.33086, 0.48970, 0.43979)  0.137
C (-0.31199, -0.48175, -0.66913)  0.271
C (1.59298, -1.73352, -1.78933)  -0.413
C (-1.13429, 2.02144, 2.06254)  -0.265
N (1.78002, -0.19680, -0.04272)  -0.305
N (0.93744, -0.86679, -0.86027)  -0.180
N (-1.51476, -1.05973, -1.12804)  -0.821
O (-1.37473, 0.91878, 1.14702)  -0.506
H (1.55129, 1.09085, 1.53885)  0.206
H (2.62869, -1.28440, -2.06247)  0.239
H (1.83323, -2.68633, -1.22527)  0.209
H (0.95303, -2.03039, -2.62090)  0.214
H (-2.21037, 2.23380, 2.35724)  0.196
H (-0.73696, 2.96169, 1.67784)  0.194
H (-0.71586, 1.69697, 3.00691)  0.186
H (-2.22001, -0.73540, -0.50641)  0.382
H (-1.77427, -0.91799, -2.04106)  0.369

## Properties
LUMO energy = 0.0332 hartree
Frontier orbital gap = 8.36 eV
HOMO = -7.452 eV


#ii
C5H9N3O | wB97M-V/def2-TZVPD

Last column: natural (NBO) charge in e.
Cartesian coordinates (Å):
C (-3.01644, -0.34642, -0.62928)  -0.125
C (-1.69656, -0.67653, -0.87340)  -0.117
C (1.21902, -0.75746, -0.79855)  -0.664
C (0.61941, 2.75463, 0.16080)  -0.122
C (0.34775, 0.45195, -0.52520)  0.403
N (-2.97293, 0.86184, -0.04013)  -0.237
N (-1.80167, 1.29114, 0.03653)  -0.091
N (-0.98210, 0.36878, -0.41359)  -0.193
O (0.95987, 1.56991, -0.22029)  -0.359
H (-3.97196, -0.87795, -0.56944)  0.230
H (-1.21814, -1.53821, -1.31832)  0.226
H (1.32008, -0.79773, -1.91281)  0.228
H (2.11985, -0.82305, -0.16368)  0.255
H (0.51058, -1.60736, -0.53463)  0.217
H (2.59900, 0.37757, 1.40862)  -0.013
H (-0.40800, 2.95191, 0.23016)  0.185
H (1.32158, 3.44386, 0.51022)  0.165
H (2.78197, 0.89739, 0.84422)  0.014

## Properties
LUMO energy (alpha / beta) = 0.0273 / 0.0134 hartree
Frontier orbital gap (alpha / beta) = 7.72 / 7.71 eV
HOMO (alpha / beta) = -6.982 / -7.341 eV


#iii
C5H9N3O | wB97M-V/def2-TZVPD

Last column: natural (NBO) charge in e.
Cartesian coordinates (Å):
C (-2.18544, 1.44534, 0.01345)  -0.706
C (-2.53840, -0.06143, 0.08596)  0.115
C (0.38450, -1.68600, -0.17780)  0.282
C (2.18462, -0.16175, 0.46458)  -0.334
C (1.73894, 0.99994, -0.40819)  0.441
H (-2.79375, 2.03560, 0.76665)  0.226
H (-1.08815, 1.52298, 0.21954)  0.253
H (-2.49832, 1.90339, -0.98361)  0.235
H (-3.55682, -0.32941, 0.03239)  0.173
H (0.10464, -2.75125, -0.32805)  0.183
H (2.38325, -2.18240, -0.13960)  0.396
H (1.71400, -0.11781, 1.50650)  0.223
H (3.28537, -0.27921, 0.56883)  0.231
H (1.50519, 0.72303, -1.43178)  0.125
N (-1.76765, -1.09580, -0.00965)  -0.284
N (-0.39191, -0.71952, -0.00757)  -0.430
N (1.71311, -1.39119, -0.14985)  -0.606
O (1.80684, 2.14549, -0.02181)  -0.523

## Properties
LUMO energy = 0.0281 hartree
Frontier orbital gap = 9.53 eV
HOMO = -8.765 eV


Ranked by calculated energy, most stable first: #iii, #i, #ii.


#i
C2H5N3S3 | wB97M-V/def2-TZVPD

Last column: natural (NBO) charge in e.
Cartesian coordinates (Å):
C (-0.56550, -0.49204, -0.05759)  0.533
C (0.71824, 1.54870, 0.68906)  -0.051
H (2.58717, -0.66398, 0.08742)  0.120
H (0.24775, -1.78856, -1.37395)  0.414
H (-0.80528, 0.63160, 1.57722)  0.415
H (0.80854, 2.10831, 1.62731)  0.206
H (-4.03257, -0.53834, -0.23884)  0.127
N (0.50203, -1.20351, -0.59540)  -0.741
N (-0.18380, 0.55292, 0.78614)  -0.618
N (-1.74895, -0.88406, -0.43848)  -0.568
S (1.86515, -1.76328, 0.31387)  0.173
S (1.80472, 1.76790, -0.54579)  -0.108
S (-3.02657, 0.28623, -0.00144)  0.098

## Properties
LUMO energy = -0.0057 hartree
Frontier orbital gap = 8.39 eV
HOMO = -8.550 eV


#ii
C2H5N3S3 | wB97M-V/def2-TZVPD

Last column: natural (NBO) charge in e.
Cartesian coordinates (Å):
C (0.13063, 1.01940, 0.11533)  0.010
C (-0.04014, -0.42614, -0.41817)  0.361
H (-0.56272, 2.16343, 1.66887)  0.415
H (-0.85818, 0.45134, 1.76599)  0.406
H (1.10072, -1.96566, -0.98584)  0.406
H (3.36288, 0.00124, -0.70803)  0.114
H (-3.41946, -1.41128, -0.53162)  0.129
N (-0.39829, 1.23455, 1.31399)  -0.755
N (1.17067, -1.01742, -0.67599)  -0.743
N (-1.13931, -1.09253, -0.46274)  -0.633
S (0.64436, 2.14370, -0.90877)  -0.071
S (2.64159, -0.78339, 0.11783)  0.196
S (-2.63275, -0.31722, -0.29084)  0.165

## Properties
LUMO energy = 0.0079 hartree
Frontier orbital gap = 8.65 eV
HOMO = -8.437 eV


Ranked by calculated energy, most stable first: #ii, #i.